# 1
Entry from the Open Molecules 2025 dataset: a structure of composition C11H16NO5P (the ωB97M-V functional and the def2-TZVPD basis).

Structure (ORCA input):
```
! wB97M-V def2-TZVPD RIJCOSX def2/J DEFGRID3
* xyz 0 1
O 0.908 1.690 2.846
O 3.357 -0.463 -2.978
O 2.402 -0.701 -0.539
O 1.329 -1.738 -2.927
O 1.377 0.909 -2.592
C 0.502 1.046 1.903
C -2.268 3.210 3.139
C 1.489 0.724 0.911
C 0.004 -1.035 0.161
C 1.296 -0.263 0.128
C -0.984 -0.657 1.123
C -2.423 1.892 2.762
N -0.758 0.451 2.002
C 1.814 -2.973 -2.598
C 1.137 1.007 -3.997
C -2.346 -1.363 1.004
C -1.510 0.755 3.176
P 2.087 -0.566 -2.171
H -1.468 3.552 3.747
H -2.982 3.944 2.772
H 2.342 1.412 0.823
H -0.152 -1.919 -0.431
H -3.234 1.537 2.070
H 1.685 -3.300 -1.629
H 1.446 -3.863 -3.237
H 2.876 -2.927 -2.683
H 1.593 0.186 -4.538
H 0.062 1.032 -4.126
H 1.484 1.983 -4.392
H -2.777 -1.845 1.913
H -2.207 -2.014 0.119
H -3.020 -0.620 0.761
H -2.141 -0.082 3.387
H -0.922 0.997 4.092
*
```

Summary:
**Orbital gap**: 0.3288 Ha
**LUMO level**: 0.0107 Ha

***

# 2
Entry from the Open Molecules 2025 dataset: the ion C6H14NO with charge +1 (the ωB97M-V functional and the def2-TZVPD basis).

Structure (ORCA input):
```
! wB97M-V def2-TZVPD RIJCOSX def2/J DEFGRID3
* xyz 1 1
C 2.446 0.644 -0.002
O 3.270 -0.307 -0.744
C 1.072 -0.048 -0.008
C -0.190 0.823 -0.047
C -1.245 0.421 0.996
C -3.594 -0.369 0.826
C -2.304 -0.507 0.543
N 0.898 -0.983 -1.192
H 2.937 1.035 0.894
H 2.567 1.496 -0.723
H 4.060 0.084 -1.126
H 0.971 -0.765 0.812
H -0.535 0.826 -1.107
H 0.059 1.874 0.191
H -1.514 1.260 1.653
H -0.619 -0.192 1.793
H -4.388 -1.033 0.678
H -3.984 0.630 1.144
H -2.139 -1.412 -0.082
H 1.435 -0.715 -2.028
H -0.154 -0.789 -1.557
H 0.951 -1.973 -0.914
*
```

Summary:
**Orbital gap**: 0.3505 Ha
**Energy above the lowest of the compared OMol25 structures with the same formula, charge and spin**: 248.3 kJ/mol
**LUMO level**: -0.1235 Ha

***

# 3
Entry from the Open Molecules 2025 dataset: a structure of composition C3H7BeClNO4S2 (the ωB97M-V functional and the def2-TZVPD basis).

Structure (ORCA input):
```
! wB97M-V def2-TZVPD RIJCOSX def2/J DEFGRID3
* xyz 1 1
C 1.955 1.167 0.014
C 1.914 -0.336 0.144
Cl 2.651 -0.979 -1.402
C 0.522 -0.920 0.104
S -0.765 -0.360 1.182
O -0.760 -1.074 2.412
O -0.680 1.084 1.187
N -1.779 -0.905 0.103
S -3.024 -0.025 -0.366
O -4.192 -0.821 -0.525
O -2.445 0.674 -1.531
H 1.430 1.508 -0.934
H 1.531 1.668 0.881
H 2.987 1.498 -0.101
H 2.506 -0.696 0.984
H 0.249 -0.716 -0.956
H 0.538 -2.009 0.181
H -3.240 0.885 0.604
Be 0.602 0.356 -1.982
*
```

Summary:
**Orbital gap**: 0.1707 Ha
**LUMO level**: -0.3144 Ha

***

# 4
Entry from the Open Molecules 2025 dataset: a cluster of 7 separate species, C42H105N7O14 in total (the ωB97M-V functional and the def2-TZVPD basis).

Structure (ORCA input):
```
! wB97M-V def2-TZVPD RIJCOSX def2/J DEFGRID3
* xyz 1 2
C 15.280 2.673 1.889
O 13.937 2.362 1.548
C 13.235 3.546 1.045
C 11.887 3.269 0.434
N 10.960 2.948 1.510
C 9.605 2.789 0.985
C 9.025 3.927 0.154
O 7.753 3.607 -0.335
C 6.616 3.774 0.547
H 15.697 1.771 2.337
H 15.521 3.471 2.591
H 15.836 2.923 0.986
H 13.761 3.858 0.143
H 13.272 4.419 1.696
H 11.885 2.509 -0.347
H 11.630 4.235 -0.001
H 11.226 2.154 2.074
H 8.958 2.703 1.857
H 9.410 1.822 0.522
H 9.680 4.039 -0.710
H 9.130 4.914 0.603
H 5.812 3.113 0.227
H 6.201 4.776 0.438
H 6.719 3.397 1.565
C 2.526 2.960 0.094
O 1.428 3.187 -0.663
C 0.345 2.233 -0.613
C -0.448 2.066 0.782
N -1.585 1.168 0.660
C -2.560 1.574 -0.296
C -3.865 0.732 -0.199
O -4.265 0.625 1.155
C -5.394 1.383 1.638
H 2.285 2.530 1.067
H 3.053 3.913 0.147
H 3.101 2.262 -0.514
H 0.561 1.249 -1.031
H -0.352 2.763 -1.261
H -0.849 3.015 1.139
H 0.317 1.674 1.452
H -2.064 1.260 1.545
H -2.359 1.465 -1.361
H -2.913 2.595 -0.151
H -3.605 -0.223 -0.657
H -4.613 1.356 -0.688
H -6.185 0.689 1.355
H -5.707 2.366 1.285
H -5.371 1.435 2.726
C 1.285 -5.099 -4.539
O 1.911 -4.791 -3.262
C 2.830 -5.721 -2.791
C 3.192 -5.261 -1.438
N 2.045 -5.127 -0.561
C 2.183 -4.269 0.592
C 1.813 -2.888 0.292
O 0.374 -2.850 0.457
C -0.180 -1.640 -0.005
H 0.430 -5.749 -4.353
H 1.996 -5.370 -5.320
H 0.971 -4.151 -4.977
H 3.617 -5.690 -3.545
H 2.473 -6.747 -2.700
H 3.790 -4.350 -1.448
H 3.673 -6.116 -0.962
H 1.216 -4.952 -1.110
H 3.206 -4.239 0.969
H 1.537 -4.649 1.383
H 2.087 -2.537 -0.703
H 2.310 -2.246 1.020
H 0.039 -0.869 0.733
H -1.254 -1.662 -0.191
H 0.261 -1.319 -0.948
C -7.598 1.036 -2.015
O -8.211 -0.009 -2.612
C -8.271 -1.231 -1.870
C -8.939 -2.205 -2.781
N -10.241 -1.678 -3.400
C -11.425 -1.790 -2.594
C -12.580 -0.973 -3.085
O -12.324 0.371 -2.598
C -11.415 1.156 -3.304
H -6.552 0.961 -2.313
H -7.716 0.978 -0.933
H -7.918 2.034 -2.315
H -8.936 -1.134 -1.012
H -7.306 -1.617 -1.540
H -9.299 -2.993 -2.119
H -8.202 -2.421 -3.555
H -10.037 -0.702 -3.555
H -11.375 -1.622 -1.518
H -11.632 -2.860 -2.555
H -13.407 -1.434 -2.544
H -12.612 -1.106 -4.166
H -10.621 1.394 -2.596
H -11.913 2.114 -3.453
H -10.933 0.752 -4.194
C -15.430 -2.496 3.559
O -14.304 -2.721 4.451
C -14.065 -1.832 5.528
C -12.643 -2.027 6.140
N -11.450 -2.062 5.264
C -11.243 -0.840 4.558
C -9.819 -0.621 4.066
O -9.707 -1.375 2.872
C -8.391 -1.508 2.447
H -16.301 -2.065 4.052
H -15.707 -3.336 2.922
H -15.196 -1.760 2.789
H -14.816 -2.066 6.282
H -14.208 -0.758 5.405
H -12.612 -3.005 6.621
H -12.345 -1.573 7.085
H -11.503 -2.858 4.644
H -11.415 -0.033 5.271
H -11.951 -0.574 3.773
H -9.148 -0.869 4.888
H -9.667 0.436 3.847
H -8.487 -1.764 1.392
H -7.827 -2.316 2.912
H -7.809 -0.588 2.497
C 2.044 -1.886 -3.960
O 2.864 -0.942 -3.286
C 2.678 0.449 -3.625
C 3.644 1.491 -3.053
N 4.961 1.251 -3.642
C 6.060 1.931 -3.000
C 7.482 1.447 -3.284
O 7.974 1.672 -4.603
C 7.925 0.564 -5.453
H 1.462 -1.587 -4.831
H 1.226 -2.216 -3.320
H 2.697 -2.727 -4.196
H 1.675 0.757 -3.332
H 2.766 0.572 -4.704
H 3.775 1.238 -2.000
H 3.392 2.549 -3.124
H 5.096 0.273 -3.853
H 5.959 2.007 -1.918
H 6.087 2.868 -3.557
H 7.589 0.437 -2.889
H 8.137 2.026 -2.633
H 8.801 -0.076 -5.348
H 7.903 0.928 -6.480
H 7.019 -0.040 -5.410
C 6.140 -2.188 -0.489
O 6.000 -1.163 0.477
C 4.808 -0.458 0.376
C 4.270 0.082 1.683
N 5.102 1.231 2.124
C 4.828 1.411 3.553
C 5.892 2.448 4.152
O 7.169 1.668 4.139
C 8.385 2.355 4.635
H 7.027 -2.801 -0.331
H 6.138 -1.951 -1.553
H 5.287 -2.838 -0.292
H 3.995 -1.090 0.017
H 4.907 0.371 -0.325
H 4.171 -0.741 2.391
H 3.241 0.432 1.597
H 6.035 0.856 2.027
H 5.133 0.483 4.037
H 3.803 1.586 3.879
H 5.601 2.849 5.123
H 5.982 3.355 3.555
H 8.298 2.908 5.571
H 8.544 3.174 3.934
H 9.207 1.640 4.623
*
```

Summary:
**Orbital gap (alpha / beta)**: 0.2736 / 0.0903 Ha
**Energy above the lowest of the compared OMol25 structures with the same formula, charge and spin**: 164.8 kJ/mol
**LUMO level (alpha / beta)**: -0.0816 / -0.2648 Ha

***

# 5
Entry from the Open Molecules 2025 dataset: a cluster of 15 separate species, C30H80BO22 in total (the ωB97M-V functional and the def2-TZVPD basis).

Structure (ORCA input):
```
! wB97M-V def2-TZVPD RIJCOSX def2/J DEFGRID3
* xyz -1 1
O -3.559 24.139 9.183
C -3.842 24.015 8.028
O -3.180 23.343 7.115
B -3.896 23.357 5.833
O -5.105 24.177 6.074
C -5.155 24.442 7.370
O -6.068 24.943 7.957
O -4.220 21.952 5.468
C -3.647 21.669 4.319
O -3.788 20.668 3.677
C -2.876 22.936 3.842
O -3.088 23.888 4.744
O -2.241 23.020 2.839
C -6.763 21.081 2.944
O -8.069 20.824 2.436
H -6.083 21.317 2.120
H -6.747 21.913 3.659
H -6.393 20.217 3.489
H -8.341 21.621 1.974
C -7.455 23.408 10.773
O -8.157 22.157 10.858
H -7.263 23.662 9.735
H -8.083 24.183 11.227
H -6.517 23.313 11.326
H -8.099 21.877 11.775
C -3.973 23.665 12.638
O -4.712 22.581 13.238
H -3.025 23.812 13.168
H -3.750 23.361 11.617
H -4.593 24.562 12.700
H -5.300 22.977 13.884
C -0.175 24.733 6.606
O 1.056 24.025 6.501
H -0.451 24.906 7.644
H -0.066 25.674 6.058
H -0.984 24.143 6.172
H 1.235 23.934 5.545
C -5.749 26.826 10.744
O -4.997 27.812 11.420
H -5.147 26.333 9.970
H -5.988 26.013 11.432
H -6.669 27.087 10.209
H -4.441 28.246 10.768
C 1.356 22.685 2.839
O 1.938 23.273 4.002
H 1.627 23.294 1.969
H 1.750 21.675 2.686
H 0.274 22.639 2.935
H 2.892 23.190 3.967
C -6.942 28.543 7.171
O -7.590 28.584 5.899
H -7.692 28.533 7.971
H -6.386 27.607 7.272
H -6.323 29.421 7.383
H -6.977 28.029 5.384
C -1.913 26.345 2.961
O -1.491 27.674 2.677
H -1.056 25.785 3.357
H -2.613 26.331 3.795
H -2.303 25.807 2.094
H -0.611 27.622 2.300
C -0.664 25.826 10.596
C -0.696 27.104 11.424
C -1.487 26.886 12.708
O 0.612 27.618 11.657
H -1.548 25.745 9.960
H -0.543 24.919 11.190
H 0.141 25.869 9.856
H -1.225 27.845 10.820
H -1.509 27.765 13.351
H -1.128 26.005 13.247
H -2.529 26.672 12.451
H 1.170 26.867 11.886
C -6.660 25.031 2.837
C -5.974 26.355 3.165
C -6.658 27.521 2.439
O -6.024 26.635 4.550
H -7.585 24.879 3.407
H -6.038 24.180 3.135
H -6.954 24.925 1.793
H -4.952 26.226 2.794
H -6.609 27.395 1.358
H -6.079 28.407 2.703
H -7.706 27.597 2.725
H -5.838 25.821 5.032
C -9.167 25.531 6.072
C -9.781 25.034 7.378
C -9.404 25.924 8.550
O -11.193 24.971 7.268
H -9.565 25.030 5.185
H -8.084 25.390 6.071
H -9.360 26.594 5.918
H -9.355 24.050 7.609
H -9.995 26.845 8.569
H -8.332 26.078 8.635
H -9.749 25.471 9.488
H -11.431 24.281 6.643
C 1.425 18.996 6.874
C 0.305 18.868 5.846
C -0.328 20.210 5.525
O 0.713 18.151 4.708
H 2.237 19.697 6.660
H 1.861 18.027 7.127
H 0.993 19.337 7.821
H -0.459 18.281 6.374
H -0.555 20.763 6.438
H -1.249 20.155 4.936
H 0.315 20.819 4.879
H 1.628 18.349 4.497
C -2.962 20.745 0.107
C -2.094 19.587 0.629
C -0.853 20.068 1.380
O -2.958 18.851 1.503
H -3.378 21.363 0.899
H -3.778 20.341 -0.494
H -2.440 21.432 -0.575
H -1.788 18.910 -0.169
H -1.176 20.566 2.297
H -0.238 20.733 0.774
H -0.248 19.213 1.691
H -3.029 19.358 2.327
C -2.921 18.939 9.129
C -3.531 20.298 8.763
C -5.056 20.327 8.923
O -2.953 21.272 9.613
H -3.511 18.353 9.836
H -1.911 19.009 9.538
H -2.784 18.332 8.229
H -3.300 20.456 7.703
H -5.403 20.204 9.946
H -5.439 19.487 8.333
H -5.408 21.271 8.503
H -3.104 22.163 9.269
*
```

Summary:
**Orbital gap**: 0.3560 Ha
**LUMO level**: 0.0714 Ha

***

# 6
Entry from the Open Molecules 2025 dataset: the molecule C2H6N2O2 (the ωB97M-V functional and the def2-TZVPD basis).

Structure (ORCA input):
```
! wB97M-V def2-TZVPD RIJCOSX def2/J DEFGRID3
* xyz 0 1
C -0.342 -1.412 0.177
N -0.256 1.178 0.250
C -0.229 -0.240 -0.716
O -0.286 1.004 1.639
O 0.911 1.752 -0.152
N -0.442 -0.102 -1.925
H 0.122 1.464 2.389
H 1.547 1.030 -0.431
H 0.166 0.487 -2.488
H -1.140 -2.055 -0.195
H 0.600 -1.954 0.265
H -0.652 -1.151 1.186
*
```

Summary:
**Orbital gap**: 0.3210 Ha
**Energy above the lowest of the compared OMol25 structures with the same formula, charge and spin**: 651.3 kJ/mol
**LUMO level**: 0.0126 Ha

***

Respective molecular weight values: 273.2 116.2 229.7 932.3 803.8 90.1 Da.